{"formula": "C3H2O2", "method": "the ωB97M-V functional and the def2-TZVPD basis", "gap_ev": [8.19, 7.80], "de_lowest_kcal_mol": 168.7, "mol_weight_g_mol": 70.0, "e_homo_ev": [-9.96, -9.40], "charge": 0, "lumo_ev": [-1.77, -1.59], "symbols": ["C", "C", "C", "O", "O", "H", "H"], "xyz": [[-0.1188, -0.9551, 0.0458], [1.3041, -0.9410, 0.3622], [-1.0768, 1.1392, -0.3223], [2.4550, -0.9901, 0.1033], [0.3981, -0.7136, 1.3027], [-2.1046, 1.2474, -0.1633], [-0.8570, 1.2132, -1.3284]]}

{"formula": "C3H2O2Pd", "method": "the ωB97M-V functional and the def2-TZVPD basis", "gap_ev": [7.80, 6.92], "de_lowest_kcal_mol": 54.7, "mol_weight_g_mol": 176.5, "e_homo_ev": [-12.64, -14.32], "spin_multiplicity": 4, "s2": 3.77, "charge": 1, "lumo_ev": [-4.84, -7.40], "symbols": ["H", "O", "H", "C", "C", "O", "C", "Pd"], "xyz": [[-2.8227, 0.3418, -0.5677], [1.4760, 1.2217, 0.1868], [2.2980, 1.7314, 0.1332], [-1.8179, 0.2866, -0.1609], [-1.0319, -0.6173, 0.2552], [0.7990, -0.8569, 0.3220], [1.7294, -0.0423, 0.0704], [-0.6299, -2.0650, -0.2391]]}

{"formula": "C3H2O2Ru", "method": "the ωB97M-V functional and the def2-TZVPD basis", "gap_ev": [6.35, 6.06], "de_lowest_kcal_mol": 0.0, "mol_weight_g_mol": 171.1, "e_homo_ev": [-17.46, -20.54], "spin_multiplicity": 7, "s2": 12.02, "charge": 2, "lumo_ev": [-11.11, -14.48], "symbols": ["H", "O", "C", "C", "Ru", "H", "C", "O"], "xyz": [[-1.9225, -0.7555, -0.7750], [0.7141, 0.7124, -0.9288], [-0.4229, 0.6237, -0.6276], [-1.6676, 0.2778, -0.4933], [2.6791, 0.9242, -0.3534], [-2.4163, 1.0507, -0.3170], [1.6054, -1.7368, 2.2047], [1.4305, -1.0965, 1.2903]]}

{"formula": "C3H2O2Sm", "method": "the ωB97M-V functional and the def2-TZVPD basis", "gap_ev": [7.03, 7.26], "de_lowest_kcal_mol": 1.5, "mol_weight_g_mol": 220.4, "e_homo_ev": [-17.03, -17.03], "spin_multiplicity": 7, "s2": 12.01, "charge": 2, "lumo_ev": [-10.00, -9.77], "symbols": ["O", "O", "C", "C", "C", "H", "Sm", "H"], "xyz": [[0.5452, -1.0220, 0.8881], [1.3880, 0.4728, -0.3800], [1.8650, -1.1287, 1.1612], [2.4681, -0.1062, 0.3757], [0.2881, -0.0018, 0.0448], [3.0974, 0.6443, 0.8653], [-2.2489, 0.7737, -0.7662], [2.9344, -1.2234, -0.0468]]}

{"formula": "C3H2O3", "method": "the ωB97M-V functional and the def2-TZVPD basis", "gap_ev": 8.45, "de_lowest_kcal_mol": 99.4, "mol_weight_g_mol": 86.0, "e_homo_ev": -9.29, "charge": 0, "lumo_ev": -0.83, "symbols": ["O", "C", "C", "O", "C", "O", "H", "H"], "xyz": [[-0.0325, -1.6165, 1.3191], [-0.5334, -0.9042, 0.3557], [0.2409, -0.1502, -0.5915], [0.6763, -0.6541, -1.6107], [0.2198, 1.3511, -0.3646], [-0.2717, 1.8323, 0.6265], [-1.0098, -1.7953, 1.4288], [0.7103, 1.9368, -1.1634]]}

{"formula": "C3H2O3", "method": "the ωB97M-V functional and the def2-TZVPD basis", "gap_ev": [8.38, 9.47], "de_lowest_kcal_mol": 2.2, "mol_weight_g_mol": 86.0, "e_homo_ev": [-7.72, -11.69], "spin_multiplicity": 3, "s2": 2.01, "charge": 0, "lumo_ev": [0.66, -2.22], "symbols": ["C", "C", "C", "O", "O", "O", "H", "H"], "xyz": [[-2.0114, 0.9105, -0.2736], [1.2242, -0.5983, 0.4111], [2.0247, -0.4064, -0.7713], [-2.5055, 0.6408, -1.2600], [-1.4969, 1.1757, 0.7227], [0.7461, -0.0597, -0.7705], [0.6988, -1.6078, 0.5651], [1.3200, -0.0548, 1.3766]]}

{"formula": "C3H2O3P", "method": "the ωB97M-V functional and the def2-TZVPD basis", "gap_ev": 7.46, "de_lowest_kcal_mol": 22.5, "smiles": "O=C1C=[PH]=C([O-])O1", "mol_weight_g_mol": 117.0, "e_homo_ev": -3.31, "charge": -1, "lumo_ev": 4.14, "symbols": ["O", "C", "C", "P", "C", "O", "O", "H", "H"], "xyz": [[0.7367, -2.5242, -0.1562], [0.3006, -1.1546, -0.0017], [-0.9778, -0.6215, -0.2021], [-0.8399, 1.0919, -0.5498], [0.9472, 1.0085, 0.1216], [1.6370, 1.9931, 0.2373], [1.3574, -0.2307, 0.2116], [-1.7518, -1.3412, -0.1913], [-1.4093, 1.7786, 0.5304]]}

{"formula": "C3H2O3Sc", "method": "the ωB97M-V functional and the def2-TZVPD basis", "gap_ev": [6.39, 6.39], "de_lowest_kcal_mol": 0.0, "mol_weight_g_mol": 131.0, "e_homo_ev": [-12.76, -12.76], "charge": 1, "lumo_ev": [-6.37, -6.37], "symbols": ["O", "C", "C", "O", "O", "C", "Sc", "H", "H"], "xyz": [[-1.6122, 0.8818, 0.3231], [1.8093, -0.9287, 0.4089], [-1.9046, -0.4208, 0.2933], [1.9580, 0.2661, 0.4169], [0.2034, -0.8990, -0.5947], [-1.0151, -1.3513, -0.1188], [0.1885, 1.1582, -0.4131], [-2.9084, -0.7270, 0.6133], [-1.2138, -2.4229, -0.1597]]}

{"formula": "C3H2O4", "method": "the ωB97M-V functional and the def2-TZVPD basis", "gap_ev": 8.49, "de_lowest_kcal_mol": 179.6, "mol_weight_g_mol": 102.0, "e_homo_ev": -8.32, "charge": 0, "lumo_ev": 0.17, "symbols": ["C", "C", "C", "O", "O", "O", "O", "H", "H"], "xyz": [[0.1868, -0.3029, -0.6421], [0.0480, -0.5648, 0.7754], [-0.0577, -2.5943, -1.0831], [-0.1822, -1.4301, -1.4197], [-0.3416, -1.6774, 1.1527], [-0.1927, -3.7456, -1.7103], [0.5063, -3.6014, -0.4859], [-0.1612, 0.6811, -1.1157], [0.2183, 0.4121, 1.3007]]}